{
  "formula": "C42H52FGeN4O6Rh",
  "method": "wB97M-V/def2-TZVPD",
  "symbols": ["Rh", "C", "C", "N", "C", "C", "C", "O", "O", "C", "O", "C", "C", "C", "F", "C", "C", "C", "N", "C", "C", "N", "C", "C", "H", "H", "H", "H", "H", "H", "H", "H", "H", "H", "H", "H", "H", "H", "H", "H", "H", "H", "O", "C", "O", "C", "N", "C", "C", "C", "H", "H", "H", "H", "H", "H", "H", "H", "H", "C", "C", "O", "C", "C", "H", "H", "H", "H", "H", "H", "H", "H", "H", "H", "C", "Ge", "C", "C", "C", "C", "C", "C", "C", "C", "C", "C", "C", "C", "C", "C", "C", "C", "H", "H", "H", "H", "H", "H", "H", "H", "H", "H", "H", "H", "H", "H", "H"],
  "coordinates": [[-0.572390, 0.546413, 0.908922], [1.644370, -2.323436, -5.974823], [0.603942, -2.946857, -5.056494], [0.618060, -2.361716, -3.698139], [-0.156676, -1.305182, -3.450358], [-0.379727, -0.788512, -2.200729], [-1.252006, 0.417605, -2.091550], [-1.972273, 0.725485, -2.998518], [-1.127239, 1.118838, -0.963283], [0.156522, -1.455770, -1.083447], [-0.271835, -1.298303, 0.106670], [1.189430, -2.427757, -1.368462], [1.998568, -2.926620, -0.341288], [2.961429, -3.852205, -0.610290], [3.713793, -4.286752, 0.419566], [3.176546, -4.365070, -1.906953], [2.387783, -3.843647, -2.921196], [1.399710, -2.885419, -2.678322], [4.167478, -5.312025, -2.219083], [3.829822, -6.435280, -3.092289], [5.000422, -6.699186, -4.042271], [6.286690, -6.336888, -3.341760], [6.193650, -6.646674, -1.878135], [5.184671, -5.689498, -1.230962], [1.611726, -2.812641, -6.947600], [2.652019, -2.422949, -5.568012], [1.442832, -1.262539, -6.122868], [0.744593, -4.020675, -4.959835], [-0.393822, -2.795649, -5.461924], [-0.662157, -0.861085, -4.300372], [1.855719, -2.566841, 0.669026], [2.572571, -4.168958, -3.933884], [2.941270, -6.224762, -3.676572], [3.612730, -7.326583, -2.494066], [4.935955, -6.100248, -4.947647], [5.042803, -7.750718, -4.318887], [6.453924, -5.334798, -3.446367], [7.072329, -6.826735, -3.772318], [7.170958, -6.534159, -1.416116], [5.891933, -7.687659, -1.788048], [5.693394, -4.787337, -0.895500], [4.769017, -6.190425, -0.353963], [1.525215, 1.778607, 3.435936], [1.681274, 0.637151, 3.009907], [1.183458, 0.094460, 1.974980], [2.586995, -0.281182, 3.847756], [3.069637, 0.567077, 4.997225], [2.551399, -0.030529, 6.278810], [2.313356, -1.493554, 5.931492], [1.804676, -1.440661, 4.486313], [3.421625, -0.620801, 3.239161], [2.619347, 1.477504, 4.765020], [4.080291, 0.677670, 5.010182], [1.622165, 0.474305, 6.534876], [3.267651, 0.120725, 7.081298], [1.593686, -1.947430, 6.608946], [3.245282, -2.057918, 5.990409], [0.734435, -1.225718, 4.465810], [1.965426, -2.372150, 3.950605], [0.023684, 3.744486, 1.308207], [-0.757364, 3.379013, 2.557274], [-1.370034, 2.070641, 2.408437], [-1.783162, 1.503815, 3.663133], [-2.300584, 0.095930, 3.459220], [-0.485138, 4.508158, 0.717817], [0.159426, 2.863716, 0.667473], [1.020072, 4.098658, 1.563156], [-1.561515, 4.096514, 2.736273], [-0.111283, 3.354584, 3.427658], [-2.558399, 2.146565, 4.085813], [-0.926580, 1.506388, 4.342362], [-3.295559, 0.096061, 3.016871], [-2.346929, -0.431287, 4.411595], [-1.628565, -0.476986, 2.808638], [-3.730563, 0.509339, 0.012610], [-2.987495, 2.321064, -0.176512], [-3.637928, 2.949812, -1.916509], [-2.824748, 3.452083, -2.925004], [-3.330467, 3.564602, -4.211876], [-4.641769, 3.194560, -4.475957], [-5.451320, 2.703761, -3.461719], [-4.959711, 2.600070, -2.165327], [-3.800192, 3.527298, 1.112877], [-4.479515, 2.919543, 2.147104], [-4.948532, 3.681865, 3.234230], [-4.707094, 5.027652, 3.274529], [-4.001440, 5.683435, 2.237206], [-3.763885, 7.078863, 2.275960], [-3.107464, 7.706219, 1.259230], [-2.638759, 6.959962, 0.156103], [-2.839514, 5.610855, 0.096422], [-3.527735, 4.928800, 1.128462], [-4.652667, 0.507751, 0.587652], [-3.028649, -0.198095, 0.460188], [-3.921853, 0.197407, -1.013737], [-1.794113, 3.725591, -2.731862], [-2.696278, 3.931842, -5.008481], [-5.044447, 3.310622, -5.473561], [-6.468744, 2.399952, -3.670623], [-5.608847, 2.243950, -1.371076], [-4.676598, 1.855002, 2.140104], [-5.490442, 3.193752, 4.033851], [-5.067705, 5.615630, 4.110640], [-4.114844, 7.641341, 3.133114], [-2.953136, 8.776348, 1.290953], [-2.125290, 7.466315, -0.651098], [-2.510775, 5.052214, -0.772399]],
  "forces_ev_per_a": [[0.7476, -1.3283, 0.5222], [0.0071, -0.0158, 0.0976], [0.2263, 0.1338, -0.2101], [0.0041, -0.0395, -0.0168], [-0.0739, -0.0349, -0.2138], [0.2591, 0.3069, 0.3816], [0.0038, -0.4602, -0.1380], [-0.0797, 0.0875, -0.0264], [-0.6286, 1.4263, 0.6524], [-0.1802, -0.1240, -0.2714], [0.7038, 0.6708, 0.3523], [-0.1352, -0.1065, 0.1128], [-0.0288, -0.0238, -0.0218], [-0.0743, 0.0866, 0.1292], [-0.0230, -0.0123, 0.0146], [0.0960, 0.0482, -0.1155], [-0.0121, -0.1118, -0.1309], [-0.0765, -0.0060, 0.1292], [0.0191, -0.0889, -0.0048], [0.0791, 0.0574, 0.1571], [-0.2323, -0.0416, -0.0474], [-0.0386, -0.0518, 0.0570], [-0.0856, 0.0607, 0.1873], [-0.0220, 0.0061, -0.0766], [0.0028, 0.0208, 0.0003], [-0.0073, 0.0060, -0.0250], [0.0164, -0.0077, -0.0095], [-0.0581, -0.0222, 0.0606], [-0.0426, -0.0030, 0.0739], [-0.0808, -0.0550, 0.0361], [-0.0277, -0.0278, 0.0060], [0.0152, 0.0315, -0.0107], [-0.0319, -0.0025, -0.0083], [-0.0242, -0.0172, -0.0153], [0.0834, 0.0416, 0.0100], [0.1198, -0.0034, -0.0007], [0.0186, -0.0036, -0.0654], [0.0201, 0.0228, 0.0041], [0.0607, -0.0080, -0.0946], [0.0053, -0.0226, -0.0884], [0.0115, -0.0179, 0.0289], [0.0283, -0.0273, -0.0174], [-0.1714, 0.0691, -0.0759], [0.1477, 0.2010, 0.0124], [-0.5300, -0.2095, 0.0612], [-0.2074, -0.1656, -0.2170], [-0.0110, -0.1833, -0.0858], [-0.0208, -0.2512, 0.1531], [-0.0183, 0.0450, -0.1500], [0.0864, 0.0225, 0.1696], [0.1148, 0.0152, 0.1233], [0.0630, 0.2283, 0.1277], [0.0046, -0.0363, -0.0146], [0.0080, 0.0785, -0.0752], [0.0284, 0.1057, -0.0415], [0.0513, -0.0340, 0.0219], [-0.0069, 0.0044, 0.0362], [0.0068, 0.0122, -0.0109], [-0.0133, 0.0038, -0.0187], [-0.1992, -0.0780, -0.0525], [-0.1621, 0.4299, 0.0214], [0.6358, -0.2484, -0.8217], [-0.0823, -0.1228, 0.2136], [-0.0030, 0.1767, -0.0701], [0.0391, -0.0059, 0.0357], [0.1059, 0.0309, 0.0192], [-0.0056, 0.0385, -0.0327], [-0.0553, -0.0898, 0.0315], [0.0086, -0.1059, 0.0356], [0.0279, 0.0433, -0.0227], [0.0589, 0.0750, -0.0781], [0.0297, -0.0753, -0.0533], [-0.0531, 0.0468, 0.0183], [-0.0135, -0.1330, 0.0756], [0.5720, 0.0354, 0.1834], [-2.8244, -0.2359, -1.5242], [1.1866, -0.1566, 0.0901], [-0.3429, -0.0480, -0.2518], [0.0526, 0.2294, 0.1135], [-0.0465, -0.0103, -0.0226], [-0.0906, 0.1606, 0.1170], [0.0719, -0.0464, -0.1355], [1.4465, -0.2608, 0.5834], [0.0735, 0.2700, 0.1514], [-0.1842, -0.0676, -0.1258], [0.0228, 0.0106, 0.0466], [-0.0684, -0.0286, -0.2212], [-0.0183, 0.0394, 0.1243], [0.0466, -0.0042, -0.0118], [0.0063, 0.0437, 0.0240], [0.0218, -0.1476, -0.0001], [-0.2819, 0.1262, 0.1754], [-0.0234, 0.0063, -0.0462], [-0.1555, -0.0985, 0.0616], [-0.0282, -0.0320, 0.0225], [0.0326, -0.0891, 0.0055], [-0.0535, 0.0604, -0.0013], [0.0360, -0.1077, -0.0190], [-0.0184, 0.0976, -0.0099], [0.0217, -0.0923, -0.0509], [0.1392, 0.0152, 0.0619], [-0.0709, 0.0453, -0.0286], [0.0595, 0.0033, -0.0008], [-0.0495, 0.0014, -0.0493], [0.0294, -0.0172, -0.0041], [-0.0292, -0.0075, -0.0027], [0.0385, 0.0749, 0.0050]],
  "total_charge": 3,
  "largest_force_ha_per_bohr": 0.063,
  "e_homo_ev": [-13.73, -13.73],
  "gap_ev": [6.18, 6.38],
  "multiplicity": 2,
  "total_energy_ev": -124861.4577
}